A 3-piece molecular cluster, C35H63N3O8P2S3 overall, computed with the ωB97M-V functional and the def2-TZVPD basis.

```
114
Properties=species:S:1:pos:R:3:lowdin_charge:R:1
S -3.3852 -4.5063 -0.0363 0.624
S 2.0951 -5.2346 -1.9427 0.904
S -4.9260 -4.0989 -2.5997 0.774
P -5.9864 4.9372 -0.7384 0.740
P 7.8525 -0.5474 5.1232 0.738
O -6.5913 6.2953 -1.5887 -0.213
O -7.5645 4.4243 -0.7435 -0.224
O 8.1738 0.0370 3.5939 -0.252
O 6.2884 -0.9943 4.5886 -0.212
O -5.4232 3.6966 -0.0290 -0.263
O 9.2479 -0.2178 5.6718 -0.254
O 7.0977 0.8057 5.7184 -0.226
O -6.0722 5.8344 0.6654 -0.253
N 2.8637 -3.7004 -1.7843 -0.268
N 0.6089 -4.8487 -2.7378 -0.264
N -3.9974 -1.8820 -0.8637 -0.168
C -3.0679 -1.3567 -1.9173 -0.224
C 6.0761 -2.9268 3.1544 -0.073
C 7.6163 1.4725 6.8629 -0.302
C -4.9675 5.9006 1.5612 -0.294
C -0.1817 -0.8512 -3.6127 -0.156
C -3.3160 -0.0104 0.8451 -0.166
C -1.3656 0.0809 -4.2407 -0.160
C -3.9790 6.9822 1.1697 -0.080
C -3.7056 -5.4592 -3.0894 -0.520
C 6.1280 -4.7714 -0.9312 0.033
C 9.3690 -0.3219 2.9084 -0.293
C -7.8681 3.0346 -0.7141 -0.299
C -3.5004 0.0666 -2.5510 -0.163
C 4.9261 -1.3389 -2.3636 -0.202
C 6.0127 -3.4897 -1.1167 -0.130
C -4.0783 -3.3580 -1.0895 -0.938
C -0.3165 -2.3975 -3.5079 0.004
C 8.5499 2.6001 6.4549 -0.077
C -5.1056 8.1596 -1.9801 -0.082
C -8.0842 2.5584 0.7128 -0.074
C -2.9598 -0.7781 3.4292 -0.142
C -2.3711 0.0636 2.1860 -0.257
C -3.4999 -7.5517 -4.6187 -0.140
C 1.1795 -0.1726 -3.0752 0.033
C 5.9308 -1.4284 3.2908 -0.299
C 2.2762 -1.0885 -2.4452 -0.102
C -2.1235 0.8275 -3.0063 -0.207
C -3.3572 -1.6069 0.4623 -0.280
C 5.6998 -1.8949 -1.0568 -0.199
C 0.7379 -3.3889 -2.8822 -0.270
C 2.0338 -2.6434 -2.3484 -0.194
C -6.3527 7.6570 -1.2888 -0.294
C -3.9157 -5.9794 -4.6032 -0.284
C 9.2249 -1.6320 2.1576 -0.075
C 3.6616 -0.4368 -1.8934 -0.154
H 7.9786 3.4110 5.9939 0.075
H -3.6942 -6.3251 -2.3393 0.059
H -5.3784 6.1327 2.5487 0.121
H 6.7446 -1.3902 -1.0339 0.106
H 3.5782 -0.3180 -0.7531 0.113
H -3.1146 -1.9072 3.1983 0.075
H -8.1472 1.4677 0.7505 0.078
H 6.7687 1.8895 7.4132 0.114
H -1.9846 -1.2120 -1.5124 0.125
H -4.0521 -2.0767 1.2676 0.109
H -2.0849 -0.5267 -4.9038 0.116
H -2.7440 0.6117 0.0503 0.096
H -4.8538 9.1673 -1.6383 0.083
H 1.2591 0.9744 -3.1851 0.111
H -3.5212 6.7538 0.2039 0.065
H -3.9100 -0.2869 3.8549 0.079
H -8.7883 2.8864 -1.2853 0.115
H -3.9974 0.7832 -1.7827 0.105
H -2.8753 -7.8216 -5.5616 0.075
H -5.2582 8.1926 -3.0625 0.078
H -2.1538 -0.7578 4.2689 0.077
H -1.2920 -2.8723 -3.9230 0.094
H 6.4576 -0.8910 2.5043 0.096
H -9.0150 2.9739 1.1094 0.076
H -3.1285 -5.4357 -5.2550 0.105
H -4.2526 7.4985 -1.8059 0.061
H -1.3127 -0.3597 1.9527 0.110
H 7.0559 -3.2711 3.4957 0.065
H -4.1316 -0.0547 -3.5144 0.117
H -2.2522 1.1778 2.4314 0.101
H 9.2863 2.2823 5.7141 0.070
H 9.0625 -2.4587 2.8537 0.067
H -2.9515 -2.0830 -2.8186 0.091
H 5.6747 -0.6854 -2.9560 0.114
H -7.0894 2.4563 -1.2179 0.100
H 3.7446 0.6008 -2.4105 0.114
H 4.8743 -1.1676 3.1570 0.130
H -4.4110 -8.2571 -4.6364 0.075
H -3.1831 7.0675 1.9135 0.080
H -4.3787 0.3864 1.0344 0.119
H -2.8231 -7.8474 -3.7205 0.080
H 5.9293 -3.2365 2.1156 0.067
H 6.3405 -5.8393 -0.5523 0.050
H 9.0775 2.9986 7.3254 0.077
H -4.4530 4.9422 1.6524 0.101
H -2.2661 -1.9642 0.5484 0.110
H -4.4696 7.9546 1.0845 0.073
H -2.3551 1.9408 -3.2214 0.111
H 5.1870 -1.6268 -0.0529 0.101
H 8.3759 -1.6033 1.4704 0.065
H -7.2137 8.2146 -1.6755 0.132
H -6.3403 7.8595 -0.2196 0.101
H 10.1249 -1.8466 1.5762 0.082
H -2.6469 -4.9751 -3.0304 0.071
H 10.2296 -0.3701 3.5781 0.103
H 4.6514 -2.2333 -3.0246 0.103
H -0.8259 0.8510 -4.9229 0.113
H -4.9719 -5.7723 -4.9959 0.099
H 9.5721 0.4800 2.1917 0.120
H -7.2892 2.8868 1.3855 0.069
H 5.3335 -3.4385 3.7731 0.081
H 8.1090 0.7649 7.5344 0.103
H -1.3930 0.7851 -2.1006 0.102
```

Kohn-Sham gap: 0.240 hartree
Total charge: 0
SMILES string: C#CCCCc1cc(CCCCN(CCCC)C(=S)SCCC)cc2nsnc12.CCOP(=O)(OCC)OCC.CCOP(=O)(OCC)OCC
LUMO energy: -1.70 eV
Energy: -109235.660 eV
Highest occupied orbital energy: -8.2 eV
Multiplicity: 1

=====

A 2-piece molecular cluster, C7H7BrO2 overall, computed with the ωB97M-V functional and the def2-TZVPD basis.

```
17
Properties=species:S:1:pos:R:3:lowdin_charge:R:1
Br 0.4284 1.0706 -3.8781 0.649
O 2.4553 0.5698 -1.9697 -0.064
O 1.6552 2.7682 -1.9685 -0.028
C -0.0112 0.5676 -0.1830 0.012
C 1.3840 1.4723 -2.1708 -0.762
C -1.3821 -1.0426 1.5495 -0.106
C -0.2045 1.0410 1.0715 -0.096
C -1.2420 -1.4283 0.2260 -0.080
C -0.4902 -0.6210 -0.7133 -0.085
C -0.9889 0.2416 1.9070 -0.104
H -2.0327 -1.6059 2.3315 0.135
H 0.2354 1.7992 1.5547 0.063
H -1.6965 -2.2769 -0.0667 0.054
H -1.1665 0.6682 2.9046 0.108
H 2.6312 2.9439 -2.0469 0.143
H -0.2176 -1.0031 -1.7361 0.091
H 2.6203 -0.0307 -2.6912 0.067
```

Kohn-Sham gap: 0.277 hartree
Total charge: 0
ΔE to the lowest compared entry with this formula, charge and spin: 3.9165 eV
LUMO energy: -0.41 eV
Energy: -81505.204 eV
Highest occupied orbital energy: -7.9 eV
Multiplicity: 1

=====

C29H29KN3O3Si as an isolated structure, computed with the ωB97M-V functional and the def2-TZVPD basis.

```
66
Properties=species:S:1:pos:R:3:lowdin_charge:R:1
K -0.9720 -1.8810 -0.1955 0.874
Si 0.5553 1.5827 -1.3688 0.388
O -0.3840 0.3801 -1.0155 -0.487
O -5.3079 -3.7683 0.3225 0.040
O -2.8108 -3.6444 0.3538 -0.132
N 1.9249 -3.3116 0.3772 0.114
N -0.5055 -3.5482 1.7470 -0.070
N -1.6942 -3.3641 2.3963 0.019
C 3.0113 0.4128 -0.6542 -0.100
C 1.7830 4.5922 1.3439 -0.106
C 2.3076 0.9658 -1.8964 -0.594
C 1.8193 -3.0025 1.6757 -0.281
C 4.1719 -2.5647 1.8580 -0.074
C -0.0780 4.6240 -4.2004 -0.105
C -0.0732 2.5489 1.2262 -0.090
C 2.9190 -2.6023 2.4423 -0.031
C 0.9382 4.3726 2.4233 -0.116
C 0.4362 3.8636 -3.1594 -0.106
C -5.3228 -3.1394 4.4084 -0.114
C -0.1309 2.6375 -2.7963 -0.199
C -2.7555 -3.4872 1.6147 -0.485
C 2.0638 -0.1911 -2.8737 -0.105
C -1.2429 2.2108 -3.5163 -0.093
C 1.6894 3.7879 0.2154 -0.107
C -5.2733 -3.5633 1.6527 -0.275
C 3.1364 -3.2793 -0.1627 -0.151
C -1.7686 2.9610 -4.5605 -0.104
C -4.1198 -3.2026 3.7304 -0.045
C -4.0638 -3.4166 2.3529 -0.078
C 4.2878 -2.9242 0.5240 -0.084
C -1.1849 4.1708 -4.9072 -0.117
C 3.2301 1.9696 -2.5857 -0.105
C 0.7599 2.7485 0.1259 -0.197
C -6.5132 -3.2904 3.7035 -0.108
C 0.5025 -3.0206 2.3204 -0.154
C 0.0074 3.3452 2.3611 -0.099
C -6.4889 -3.5008 2.3397 -0.030
H -2.6376 2.6049 -5.1017 0.093
H 5.2377 -2.9061 0.0077 0.098
H -0.7973 1.7431 1.1778 0.092
H -4.3438 -3.7663 0.0463 0.056
H 2.7932 2.3563 -3.5087 0.070
H -0.6574 3.1637 3.1977 0.094
H 3.4829 2.8203 -1.9489 0.058
H 1.2942 4.2404 -2.6144 0.084
H 3.0178 -0.6354 -3.1892 0.077
H 2.3672 3.9815 -0.6077 0.074
H 3.1922 -3.5310 -1.2171 0.107
H -5.3344 -2.9714 5.4778 0.088
H -1.7048 1.2702 -3.2355 0.096
H 3.2557 1.2091 0.0536 0.075
H -1.5935 4.7600 -5.7198 0.090
H -7.4637 -3.2419 4.2215 0.093
H 2.3823 -0.3146 -0.1334 0.067
H 1.4554 -0.9693 -2.4113 0.061
H -3.1823 -3.0855 4.2555 0.098
H 0.3804 5.5720 -4.4583 0.092
H 3.9470 -0.0919 -0.9299 0.075
H 2.5171 5.3894 1.3794 0.092
H 2.7695 -2.3241 3.4770 0.106
H 1.0048 4.9969 3.3065 0.090
H 1.5431 0.1526 -3.7721 0.078
H 0.4063 -2.5004 3.2761 0.117
H 5.0374 -2.2535 2.4291 0.103
H 4.1770 1.4782 -2.8486 0.076
H -7.4003 -3.6187 1.7678 0.108
```

Kohn-Sham gap: 0.283 hartree
Total charge: -1
LUMO energy: 2.42 eV
Energy: -65364.319 eV
Highest occupied orbital energy: -5.3 eV
Multiplicity: 1

=====

C36H43MoN6S2Si as an isolated structure, computed with the ωB97M-V functional and the def2-TZVPD basis.

```
89
Properties=species:S:1:pos:R:3:lowdin_charge:R:1
Mo 0.0245 0.4270 0.5771 1.155
S 3.2301 3.3981 0.6277 0.632
S 0.2681 2.2729 -0.7832 0.683
Si -0.8970 -1.4378 -1.0717 0.747
N -2.2445 1.0768 0.3790 -0.009
N -0.1612 -0.9033 2.4366 -0.005
N 2.1952 0.5111 1.2381 -0.032
N -0.5899 1.7834 2.2340 -0.272
N 2.7170 1.6030 -6.2662 0.167
N 6.4269 2.3802 -4.4264 0.178
C 2.5873 0.9373 2.4667 -0.297
C -2.4997 2.3045 0.8669 -0.293
C 0.9217 -1.7121 -0.7507 -0.207
C 0.3443 -2.8060 3.7861 -0.022
C -4.3858 1.1417 -0.7148 -0.016
C 2.8588 1.8755 -5.1579 -0.180
C 4.2153 2.7556 -1.7765 -0.080
C -4.6135 2.4211 -0.2328 -0.011
C -2.3820 -0.4828 -3.3730 -0.084
C -0.4595 -2.3007 4.7993 -0.017
C 0.4615 -2.0797 2.6221 -0.117
C -1.0594 -1.0690 4.6340 0.009
C 3.0571 2.8075 -0.9643 -0.769
C 4.5282 0.2200 0.6661 -0.035
C -1.4650 2.8800 1.7678 -0.166
C 1.8704 2.3897 -1.6087 -0.582
C -2.5127 -2.6456 1.0784 -0.088
C -1.3852 1.0002 3.2371 -0.093
C 1.8291 2.1648 -2.9791 -0.106
C 1.5966 1.4820 3.4644 -0.100
C -3.6632 2.9988 0.5841 0.016
C -2.0541 -2.8124 -0.3777 -0.613
C 0.5843 2.4356 2.8735 -0.175
C 3.1876 0.2144 0.3624 -0.169
C -0.9469 -2.5382 -3.6448 -0.080
C -3.3422 -2.9818 -1.2058 -0.091
C -1.0790 -1.1710 -2.9515 -0.618
C 3.9210 0.9250 2.8437 -0.031
C -3.2033 0.5204 -0.3823 -0.148
C -0.8616 -0.3811 3.4437 -0.281
C 4.1918 2.4381 -3.1189 -0.185
C -1.2681 -4.1323 -0.4801 -0.084
C 5.4354 2.4044 -3.8477 -0.166
C 4.9050 0.5510 1.9541 -0.027
C 2.9741 2.1724 -3.7591 -0.193
C 0.0692 -0.2931 -3.4585 -0.117
H 0.8928 1.9915 -3.4886 0.091
H -3.0202 -0.4807 -0.7331 0.030
H -4.0542 -2.1630 -1.0786 0.076
H -2.9494 -1.6620 1.2770 0.068
H -0.5908 -2.8523 5.7210 0.125
H -3.2813 -1.0105 -3.0535 0.067
H 1.0758 3.0256 2.0927 0.049
H -0.0298 -3.0609 -3.3608 0.084
H 1.4807 -1.8351 -1.6771 0.065
H -3.1808 -3.1177 -2.2754 0.061
H 0.1953 3.1114 3.6429 0.139
H -0.8454 3.6062 1.2409 0.107
H -0.9894 -4.3793 -1.5054 0.080
H -0.8828 -2.3576 -4.7220 0.100
H 1.0444 -0.7806 -3.4328 0.089
H -3.8131 3.9839 1.0045 0.133
H -3.8452 -3.8807 -0.8383 0.095
H -5.5250 2.9493 -0.4791 0.126
H -1.9239 3.3718 2.6307 0.147
H -1.7193 -2.8181 1.8000 0.052
H -2.4190 0.9404 2.8918 0.136
H 5.1661 3.0108 -1.3300 0.112
H -5.0986 0.6278 -1.3433 0.125
H -1.8946 -4.9482 -0.1062 0.097
H 1.0758 -2.4333 1.8094 0.097
H -1.7843 -3.2202 -3.4817 0.065
H 5.2470 -0.0141 -0.1046 0.127
H -1.6483 -0.6195 5.4220 0.131
H 1.4420 -0.8167 -0.3586 -0.047
H 1.1597 0.6724 4.0497 0.114
H 2.8918 0.0238 -0.6577 0.104
H 0.8685 -3.7449 3.8883 0.122
H -3.2857 -3.3920 1.2828 0.095
H 1.1712 -2.5064 -0.0550 0.031
H -0.3585 -4.1235 0.1231 0.068
H 4.1775 1.2662 3.8366 0.126
H 5.9468 0.5644 2.2449 0.126
H -1.3847 1.5512 4.1813 0.147
H 0.1333 0.6247 -2.8842 -0.004
H 2.1753 2.0645 4.1811 0.132
H -0.1095 -0.0339 -4.5058 0.108
H -2.4197 -0.4206 -4.4641 0.098
H -2.4175 0.5406 -2.9957 0.081
```

Kohn-Sham gap (alpha / beta): 0.203 / 0.184 hartree
Total charge: +1
ΔE to the lowest compared entry with this formula, charge and spin: 1.8710 eV
LUMO energy (alpha / beta): -3.35 / -3.86 eV
Energy: -78368.453 eV
Highest occupied orbital energy (alpha / beta): -8.9 / -8.9 eV
Multiplicity: 3

=====

A 2-piece molecular cluster, C14H18 overall, computed with the ωB97M-V functional and the def2-TZVPD basis.

```
32
Properties=species:S:1:pos:R:3:lowdin_charge:R:1
C 3.7728 -0.4341 -0.2439 -0.129
C -1.3281 0.6941 -0.4061 -0.523
C 2.9479 -1.3745 -0.8368 -0.036
C 3.4005 0.7081 0.4050 -0.061
C 1.0802 -0.1060 0.2648 -0.208
C -1.2582 -2.4356 0.0851 -0.133
C 1.5901 -1.2179 -0.4842 -0.003
C 1.9936 0.8792 0.6234 -0.019
C -0.6503 0.1684 1.9214 -0.031
C -1.1162 2.2516 -0.4189 0.009
C -0.3403 0.0954 0.5030 -0.148
C -1.4548 -3.5904 0.3384 -0.132
C -2.8235 0.3981 -0.0036 -0.019
C -1.0067 0.2818 -1.8298 -0.066
H -1.5292 2.7367 -1.2181 0.064
H -1.5870 0.7901 -2.5482 0.063
H -1.0946 1.1737 2.1763 0.122
H -1.9763 -4.5092 0.7020 0.006
H -3.5560 0.7890 -0.6653 0.079
H 1.4894 1.5379 1.3046 0.106
H -0.0610 2.3683 -0.2849 0.072
H -3.0689 -0.6408 0.1902 0.068
H 0.8918 -2.0053 -0.6899 0.058
H -1.4122 -0.5133 2.1566 0.076
H 4.8527 -0.3601 -0.4292 0.110
H 0.2237 -0.1160 2.5986 0.134
H -1.5313 2.6022 0.5250 0.085
H 3.4879 -2.2518 -1.1992 0.114
H -2.9892 0.9181 0.8767 0.043
H 4.0604 1.4924 0.7276 0.100
H 0.0104 0.5556 -2.1203 0.084
H -1.0175 -0.8856 -2.0203 0.117
```

Kohn-Sham gap (alpha / beta): 0.277 / 0.277 hartree
Total charge: 0
ΔE to the lowest compared entry with this formula, charge and spin: 4.1158 eV
LUMO energy (alpha / beta): -1.09 / -1.09 eV
Energy: -14802.898 eV
Highest occupied orbital energy (alpha / beta): -8.6 / -8.6 eV
Multiplicity: 1

=====

What is the formula in the first record?
C35H63N3O8P2S3

=====

Among the records above, which one has the highest energy?
C14H18